{"formula": "C3H11N4", "method": "ωB97M-V/def2-TZVPD", "spin_multiplicity": 1, "homo_ev": -13.4, "orbital_gap_ev": 10.2, "e_tot_ha": -339.5765, "total_charge": 1, "lumo_energy_ev": -3.163, "elements": ["C", "C", "C", "N", "N", "N", "N", "H", "H", "H", "H", "H", "H", "H", "H", "H", "H", "H"], "xyz": [[-3.14306, -0.48223, 0.51867], [0.76222, -0.01204, 0.11771], [2.10405, 0.42557, -0.41060], [-0.50531, 0.07953, -0.68272], [-3.06700, -1.14431, 1.51655], [-2.87132, 0.40197, -0.37211], [3.09990, -0.14756, 0.35622], [0.46042, 0.43092, 1.22165], [0.65204, -1.04694, 0.39461], [1.99540, 0.08948, -1.51856], [2.08915, 1.61259, -0.58813], [-0.40890, -0.31936, -1.52854], [-3.53397, -1.43591, 2.36386], [-1.36595, -0.16485, -0.19272], [-2.94957, 0.54887, -1.34274], [3.91506, -0.39759, -0.23134], [-0.69235, 1.04109, -0.73749], [3.45919, 0.52075, 1.11568]]}